A single C4H7NOS molecule. Source: the Open Molecules 2025 dataset; level of theory: ωB97M-V/def2-TZVPD.

Positions of all 14 atoms, in Å:
C 0.057 -1.525 -0.343
C -0.661 -1.856 -1.410
C -0.020 -0.158 0.203
C 1.021 1.363 1.714
N -1.085 0.801 -1.299
O 1.129 0.254 0.802
S -1.213 -0.497 -2.396
H 0.514 -2.375 0.088
H -0.774 -2.791 -1.890
H -1.005 0.154 0.665
H 0.499 1.036 2.539
H 0.541 2.195 1.354
H 1.991 1.814 1.895
H -0.996 1.583 -1.923

Properties
Total energy, eV: -18630.146
E_HOMO (spin up / spin down), eV: -7.27 / -7.27
Relative energy (zero: lowest compared OMol25 entry of this formula, charge and spin), kcal per mole: 101.6
Gap between HOMO and LUMO (spin up / spin down), eV: 7.9 / 7.9

=====

A single C4H7NOS molecule. Source: the Open Molecules 2025 dataset; level of theory: ωB97M-V/def2-TZVPD.

Positions of all 14 atoms, in Å:
C -1.245 0.798 0.506
C -1.231 -0.188 -0.476
C -1.356 -1.682 0.040
C 1.066 -0.988 0.358
H -0.015 2.042 -0.425
H -2.203 1.006 0.870
H -0.609 0.378 1.449
H -1.549 0.001 -1.475
H -1.500 -1.893 1.124
H -1.833 -2.521 -0.574
H 1.361 -1.876 1.007
N -0.068 -1.096 -0.396
O -1.017 2.128 -0.057
S 1.972 0.367 -0.082

Properties
Total energy, eV: -18631.023
E_HOMO, eV: -8.81
SMILES: OC[C@@H]1CN1C=S
Relative energy (zero: lowest compared OMol25 entry of this formula, charge and spin), kcal per mole: 81.3
Gap between HOMO and LUMO, eV: 8.6

=====

2 unconnected molecules or ions with the total composition C4H7NOS. Source: the Open Molecules 2025 dataset; level of theory: ωB97M-V/def2-TZVPD.

Positions of all 14 atoms, in Å:
C -0.739 1.356 -0.019
C -1.903 0.858 0.597
C -0.162 0.353 -0.830
C 1.529 -0.343 0.418
N -0.933 -0.811 -0.848
O 1.477 -1.744 0.361
S -2.229 -0.807 0.194
H -0.281 2.297 0.078
H -2.577 1.427 1.337
H 0.214 0.792 -1.832
H 1.201 0.136 1.213
H 2.397 0.205 -0.071
H -0.379 -1.678 -0.719
H 2.387 -2.041 0.122

Properties
Total energy, eV: -18630.136
E_HOMO (spin up / spin down), eV: -6.47 / -6.46
Relative energy (zero: lowest compared OMol25 entry of this formula, charge and spin), kcal per mole: 101.8
Gap between HOMO and LUMO (spin up / spin down), eV: 7.2 / 7.2

=====

A molecular structure, C4H7NOS2. Source: the Open Molecules 2025 dataset; level of theory: ωB97M-V/def2-TZVPD.

Positions of all 15 atoms, in Å:
C -0.267 -0.475 -1.400
C 0.291 -0.036 1.169
C 1.504 -0.173 0.174
C -0.899 0.406 0.320
N 0.962 -0.711 -1.026
O -1.000 -0.698 -2.306
S -2.556 0.076 0.892
S -0.558 2.078 -0.089
H 0.218 -1.007 1.697
H 0.345 0.575 1.988
H 1.968 0.768 0.042
H 2.226 -0.859 0.576
H 1.578 -0.984 -1.820
H -2.471 -1.266 0.961
H -1.342 2.306 -1.178

Properties
Total energy, eV: -29468.141
E_HOMO, eV: -7.93
Relative energy (zero: lowest compared OMol25 entry of this formula, charge and spin), kcal per mole: 38.0
Gap between HOMO and LUMO, eV: 8.5

=====

A single C4H7NOS2 molecule. Source: the Open Molecules 2025 dataset; level of theory: ωB97M-V/def2-TZVPD.

Positions of all 15 atoms, in Å:
C 1.121 -0.379 -0.618
C 0.287 -0.118 0.646
C -1.035 -0.899 0.655
C -1.641 1.344 -0.690
H 3.255 -0.529 0.388
H 0.664 0.083 -1.494
H 1.153 -1.463 -0.809
H 0.848 -0.420 1.529
H -1.529 -0.771 1.635
H -0.864 -1.992 0.522
H -2.259 1.990 -1.374
N -0.749 1.955 -0.019
O 0.051 1.256 0.867
S 2.802 0.300 -0.543
S -2.104 -0.356 -0.696

Properties
Total energy, eV: -29467.521
E_HOMO, eV: -9.07
SMILES: SC[C@@H]1CSC=NO1
Relative energy (zero: lowest compared OMol25 entry of this formula, charge and spin), kcal per mole: 52.3
Gap between HOMO and LUMO, eV: 9.6

=====

A molecular structure, C4H7NOS2. Source: the Open Molecules 2025 dataset; level of theory: ωB97M-V/def2-TZVPD.

Positions of all 15 atoms, in Å:
C -2.231 0.054 -0.803
C -1.658 -0.533 0.625
C -0.221 -0.518 1.093
C 0.967 -0.173 0.100
H -1.907 2.622 0.162
H -2.032 -0.662 -1.856
H -3.645 0.147 -0.598
H -2.483 -0.236 1.201
H -0.505 -2.139 0.231
H -0.090 0.017 2.016
H 0.401 1.542 1.279
N -0.880 -1.702 1.056
O -1.615 1.538 -0.979
S 1.482 1.505 0.423
S 1.530 -1.170 -0.929

Properties
Total energy, eV: -29460.949
E_HOMO, eV: -9.11
Relative energy (zero: lowest compared OMol25 entry of this formula, charge and spin), kcal per mole: 203.9
Gap between HOMO and LUMO, eV: 7.8

=====

2 unconnected molecules or ions with the total composition C4H7NS. Source: the Open Molecules 2025 dataset; level of theory: ωB97M-V/def2-TZVPD.

Positions of all 13 atoms, in Å:
C -0.216 1.731 -2.790
C -0.465 1.272 -1.195
C 0.248 0.471 -0.414
C -0.046 -0.338 0.765
H -0.413 2.931 -2.751
H 0.709 1.537 -3.333
H -1.395 1.359 -3.138
H -1.445 1.834 -0.648
H 1.177 0.274 -0.719
H -1.547 -1.331 1.707
H -2.306 0.173 0.612
N -1.418 -0.903 0.775
S 1.126 -1.204 1.541

Properties
Total energy, eV: -16582.044
E_HOMO, eV: -8.64
Relative energy (zero: lowest compared OMol25 entry of this formula, charge and spin), kcal per mole: 112.7
Gap between HOMO and LUMO, eV: 8.3

=====

2 unconnected molecules or ions with the total composition C4H7NS. Source: the Open Molecules 2025 dataset; level of theory: ωB97M-V/def2-TZVPD.

Positions of all 13 atoms, in Å:
C 1.730 0.877 0.874
C -1.633 -1.551 -0.666
C 0.899 1.629 1.566
C -0.232 -1.177 -0.898
N -1.096 -0.500 -1.557
S -1.541 0.630 -2.579
H 2.380 0.169 1.357
H 1.806 0.954 -0.200
H -2.056 -2.431 -1.136
H -2.144 -1.223 0.233
H 0.253 2.343 1.088
H 0.828 1.561 2.640
H 0.806 -1.281 -0.721

Properties
Total energy, eV: -16582.510
E_HOMO, eV: -8.21
SMILES: [S-][N+]1=CC1.C=C
Relative energy (zero: lowest compared OMol25 entry of this formula, charge and spin), kcal per mole: 102.0
Gap between HOMO and LUMO, eV: 8.5